Record 1
Entry from the OMol25 dataset: a molecular structure, C9H40Ba2N2O9 at a distorted geometry (ωB97M-V/def2-TZVPD).

Output
* charge: +4
* E_HOMO: -15.43 eV
* molecular weight: 595.1 u
* E_LUMO: -0.49666 Eh
* gap between HOMO and LUMO: 1.91 eV
* energy relative to the best compared isomer or geometry (same formula, charge and spin): 209.93 kcal per mole

Last column: Löwdin charge in e.
Geometry (Å):
N (-3.464, 3.963, 3.837)  0.3577
H (-2.610, 3.429, 3.916)  0.1432
H (-4.163, 3.479, 4.380)  0.1502
H (-3.705, 4.209, 2.888)  0.1513
H (-3.487, 4.817, 4.376)  0.1693
N (-4.297, -2.275, -4.161)  0.3545
H (-4.217, -3.280, -4.223)  0.1655
H (-4.848, -2.058, -3.343)  0.1292
H (-4.703, -1.957, -5.030)  0.1628
H (-3.350, -1.930, -4.101)  0.1419
Ba (-5.774, -0.825, 2.236)  1.4546
Ba (-4.634, 2.142, -1.840)  1.3646
O (-1.990, 0.178, 0.830)  -0.3480
C (-1.114, -0.817, 0.252)  -0.2768
C (-0.460, -0.615, -1.213)  -0.2727
O (-1.319, -0.174, -2.311)  -0.3118
H (-1.606, -1.778, 0.401)  0.0768
H (-0.350, -0.944, 1.020)  0.1237
H (0.098, -1.457, -1.623)  0.0988
H (0.428, 0.018, -1.197)  0.1070
C (1.503, 6.191, -0.205)  -0.1434
O (0.699, 5.099, 0.221)  -0.1629
H (2.441, 5.823, -0.623)  0.0858
H (1.001, 6.791, -0.964)  0.0781
H (1.696, 6.685, 0.747)  0.0868
H (0.935, 4.355, -0.339)  0.0580
C (2.004, -3.163, -5.324)  -0.1854
O (0.639, -3.071, -5.514)  -0.1170
H (2.235, -3.400, -4.286)  0.0769
H (2.659, -3.735, -5.981)  0.0968
H (2.405, -2.158, -5.452)  0.0711
H (0.329, -2.449, -4.852)  0.0559
C (2.205, -3.675, 4.160)  -0.2140
O (3.235, -4.047, 4.988)  -0.0954
H (1.803, -4.504, 3.578)  0.0749
H (1.539, -3.128, 4.827)  0.0706
H (2.605, -2.944, 3.458)  0.0729
H (4.061, -4.135, 4.508)  0.0918
C (-2.726, -4.266, 3.790)  -0.1214
O (-3.814, -3.517, 4.391)  -0.1758
H (-2.575, -5.287, 4.141)  0.0943
H (-2.825, -4.334, 2.706)  0.0744
H (-1.785, -3.817, 4.109)  0.0788
H (-3.684, -3.491, 5.341)  0.0818
C (-1.040, 0.632, 5.798)  -0.1537
O (-0.713, 1.393, 4.643)  -0.1169
H (-0.399, -0.248, 5.854)  0.0848
H (-0.762, 1.209, 6.680)  0.0936
H (-2.061, 0.289, 5.964)  0.0616
H (-0.950, 0.863, 3.878)  0.0542
C (5.691, 1.786, -1.411)  -0.1435
O (6.570, 0.998, -0.545)  -0.1230
H (4.889, 1.269, -1.937)  0.0563
H (5.191, 2.517, -0.775)  0.0694
H (6.268, 2.156, -2.258)  0.0769
H (6.544, 0.082, -0.833)  0.0640
C (1.769, 2.253, -6.604)  -0.1377
O (1.471, 2.542, -5.229)  -0.1438
H (2.786, 2.595, -6.796)  0.0873
H (1.869, 1.172, -6.705)  0.0716
H (1.011, 2.686, -7.255)  0.0793
H (0.846, 1.854, -4.987)  0.0440

=====

Record 2
Entry from the OMol25 dataset: a molecular structure, C9H41Li3N12O12 at a distorted geometry (ωB97M-V/def2-TZVPD).

Output
* charge: +2
* E_HOMO: -13.46 eV
* molecular weight: 530.3 u
* E_LUMO: -0.24443 Eh
* gap between HOMO and LUMO: 6.80 eV

Last column: Löwdin charge in e.
Geometry (Å):
Li (-0.227, -0.971, 3.207)  0.7621
Li (-3.478, -1.407, 2.237)  0.7868
Li (-1.627, -4.082, 1.726)  0.8042
C (-1.355, -0.426, -0.294)  -0.0661
C (-0.724, -1.609, 0.422)  -0.5880
C (0.776, -1.387, 0.484)  -0.0427
O (-1.450, -1.864, 1.642)  -0.4969
H (-1.173, 0.516, 0.223)  0.0689
H (-2.436, -0.480, -0.429)  0.0688
H (-1.042, -0.409, -1.338)  0.0664
H (-0.940, -2.409, -0.287)  0.0977
H (1.220, -1.011, -0.438)  0.0910
H (1.304, -2.296, 0.771)  0.0648
H (0.913, -0.660, 1.284)  0.0664
C (-0.487, 3.781, 0.586)  -0.7314
O (-0.061, 4.484, 1.509)  0.0176
N (0.041, 3.804, -0.624)  0.1561
N (-1.363, 2.813, 0.624)  0.1660
H (-0.287, 3.151, -1.321)  0.0516
H (0.842, 4.412, -0.729)  0.1232
H (-1.937, 2.620, 1.431)  0.1087
H (-1.658, 2.343, -0.220)  0.0344
C (1.405, 1.280, -3.132)  -0.7544
O (0.399, 0.674, -3.262)  0.0595
N (2.621, 0.920, -2.750)  0.1906
N (1.494, 2.535, -3.265)  0.1751
H (3.400, 1.540, -2.584)  0.1223
H (2.790, -0.072, -2.666)  0.0818
H (0.695, 3.060, -3.590)  0.1329
H (2.407, 2.875, -3.531)  0.1342
C (4.817, -1.216, -1.220)  -0.7762
O (4.195, -1.553, -2.252)  -0.0193
N (5.836, -0.465, -1.241)  0.2036
N (4.193, -1.228, -0.079)  0.1689
H (6.246, -0.325, -2.154)  0.1410
H (6.352, -0.390, -0.376)  0.1343
H (3.452, -1.908, -0.170)  0.0915
H (4.501, -1.014, 0.859)  0.1086
C (2.427, -2.056, 4.177)  -0.7445
O (1.715, -1.156, 3.770)  -0.0419
N (2.952, -2.173, 5.385)  0.2000
N (2.633, -3.130, 3.490)  0.1833
H (2.747, -1.423, 6.029)  0.1340
H (3.601, -2.900, 5.652)  0.1297
H (3.076, -3.923, 3.933)  0.1303
H (2.532, -3.021, 2.491)  0.1063
C (-5.020, 1.783, 0.099)  -0.7726
O (-4.411, 1.917, 1.154)  0.0331
N (-6.281, 1.340, 0.042)  0.1474
N (-4.517, 1.869, -1.053)  0.2080
H (-6.858, 1.412, 0.867)  0.1261
H (-6.856, 1.211, -0.778)  0.1234
H (-4.920, 1.605, -1.941)  0.1392
H (-3.513, 1.794, -1.142)  0.0748
C (3.178, 1.905, 1.710)  -0.7875
O (3.972, 1.181, 2.248)  0.0307
N (2.435, 2.773, 2.361)  0.1918
N (2.974, 1.940, 0.413)  0.1759
H (2.542, 2.920, 3.355)  0.1245
H (1.708, 3.294, 1.892)  0.0662
H (2.256, 2.464, -0.066)  0.0828
H (3.241, 1.068, -0.020)  0.0663
O (-3.433, -2.512, -2.197)  -0.0070
H (-4.200, -2.926, -1.803)  0.0456
H (-2.691, -3.022, -1.872)  0.0144
O (-1.663, -0.856, -4.088)  -0.0404
H (-0.925, -0.443, -3.640)  -0.0394
H (-2.196, -1.224, -3.384)  -0.0203
O (-1.889, -4.941, -0.005)  -0.0698
H (-1.867, -5.898, -0.037)  0.0794
H (-1.948, -4.672, -0.922)  0.0544
O (-4.908, -1.269, 0.904)  -0.0819
H (-5.536, -0.617, 0.596)  0.0238
H (-5.157, -2.075, 0.452)  0.0547
O (-1.675, 2.000, -1.990)  -0.0659
H (-1.887, 2.762, -2.529)  0.0941
H (-1.291, 1.372, -2.603)  0.0273

=====

Record 3
Entry from the OMol25 dataset: a molecular structure, C9H4AlCeCl2N2O3 at a distorted geometry (ωB97M-V/def2-TZVPD).

Output
* charge: +4
* multiplicity: 2
* E_HOMO: -20.81 eV
* molecular weight: 426.1 u
* E_LUMO: -0.58023 Eh
* gap between HOMO and LUMO: 5.02 eV
* energy relative to the best compared isomer or geometry (same formula, charge and spin): 0.00 kcal per mole
* <S²>: 0.751

Last column: Löwdin charge in e.
Geometry (Å):
Ce (0.039, 0.873, -7.270)  1.3340
Al (0.096, -0.157, 0.185)  0.5851
Cl (-0.762, 3.183, -6.604)  0.1813
Cl (1.861, -1.258, -0.221)  0.4846
C (-0.905, -1.742, 1.104)  0.0719
C (-0.477, 1.180, -9.509)  -0.0618
C (0.568, -1.349, -8.412)  0.0050
O (-1.102, -2.371, 2.047)  0.2871
O (-0.782, 1.440, -10.609)  0.2950
O (0.821, -2.394, -8.870)  0.2465
N (0.014, -0.337, 7.430)  0.2767
C (0.025, -0.094, 6.289)  -0.0839
C (0.050, 0.168, 4.842)  -0.1159
C (1.244, 0.050, 4.138)  0.0805
C (1.234, 0.175, 2.759)  -0.0651
N (0.072, 0.405, 2.121)  -0.0876
C (-1.105, 0.567, 2.775)  -0.0750
C (-1.129, 0.460, 4.154)  0.0718
H (2.177, -0.174, 4.636)  0.1600
H (2.119, 0.038, 2.151)  0.1061
H (-1.991, 0.764, 2.181)  0.1434
H (-2.068, 0.572, 4.684)  0.1605

=====

Record 4
Entry from the OMol25 dataset: a molecular structure, C9H4BiCl2N2O3Sc at a distorted geometry (ωB97M-V/def2-TZVPD).

Output
* charge: +4
* E_HOMO (spin up / spin down): -22.81 / -21.80 eV
* molecular weight: 513.0 u
* E_LUMO (spin up / spin down): -0.74677 / -0.73780 Eh
* gap between HOMO and LUMO (spin up / spin down): 2.49 / 1.72 eV
* energy relative to the best compared isomer or geometry (same formula, charge and spin): 85.35 kcal per mole

Last column: Löwdin charge in e.
Geometry (Å):
Bi (0.096, 3.155, -0.680)  1.6564
Sc (0.701, -0.295, -0.845)  0.2792
Cl (2.659, 0.896, -0.288)  0.1334
Cl (0.203, -0.585, -3.064)  0.2892
C (-1.186, 0.347, 0.292)  -0.0453
C (1.799, 4.299, 0.078)  -0.1549
C (-1.368, 4.734, -1.273)  -0.1021
O (-2.127, 0.303, 0.956)  0.2477
O (2.715, 4.559, 0.737)  0.3056
O (-2.060, 5.445, -1.883)  0.3068
N (0.648, -7.158, 1.818)  0.3882
C (0.585, -6.029, 1.529)  0.0019
C (0.595, -4.627, 1.193)  -0.0945
C (0.117, -3.656, 2.087)  0.1329
C (0.139, -2.318, 1.703)  0.0193
N (0.552, -1.965, 0.449)  -0.0694
C (1.050, -2.889, -0.412)  -0.0490
C (1.021, -4.233, -0.075)  0.1222
H (-0.207, -3.912, 3.096)  0.1763
H (-0.211, -1.513, 2.365)  0.1553
H (1.531, -2.556, -1.348)  0.1246
H (1.294, -4.965, -0.830)  0.1762

=====

Record 5
Entry from the OMol25 dataset: a molecular structure, C9H4CaF18N3O15S6 at a distorted geometry (ωB97M-V/def2-TZVPD).

Output
* charge: -1
* E_HOMO: -7.94 eV
* molecular weight: 968.6 u
* E_LUMO: 0.06878 Eh
* gap between HOMO and LUMO: 9.81 eV
* energy relative to the best compared isomer or geometry (same formula, charge and spin): 86.77 kcal per mole

Last column: Löwdin charge in e.
Geometry (Å):
Ca (-7.529, -3.645, 31.305)  1.3732
C (-9.717, -3.995, 34.894)  -0.6545
F (-9.687, -4.946, 33.928)  0.1032
F (-10.871, -3.295, 34.754)  0.1306
F (-9.635, -4.629, 36.000)  0.2042
S (-8.193, -2.839, 34.744)  0.7363
O (-8.482, -1.802, 35.752)  -0.3021
O (-6.954, -3.575, 35.032)  -0.3053
N (-8.063, -2.328, 33.045)  -0.4479
S (-8.828, -0.934, 32.979)  0.5710
O (-9.194, -0.645, 31.612)  -0.2881
O (-10.019, -0.796, 33.822)  -0.3033
C (-7.561, 0.357, 33.592)  -0.6598
F (-8.195, 1.395, 34.044)  0.1703
F (-6.860, -0.063, 34.636)  0.1316
F (-6.729, 0.714, 32.579)  0.1149
C (-9.839, -7.333, 30.168)  -0.6194
F (-10.760, -6.377, 29.996)  0.1236
F (-9.778, -7.794, 31.374)  0.1732
F (-10.304, -8.318, 29.326)  0.1131
S (-8.107, -6.629, 29.803)  0.6633
O (-7.328, -7.702, 29.203)  -0.2690
O (-8.269, -5.512, 28.896)  -0.2967
N (-7.497, -5.877, 31.218)  -0.4504
S (-6.394, -6.994, 31.698)  0.6794
O (-6.872, -8.401, 31.757)  -0.3303
O (-5.033, -6.752, 31.090)  -0.3091
C (-6.118, -6.675, 33.573)  -0.5975
F (-5.446, -5.534, 33.637)  0.1120
F (-7.312, -6.555, 34.188)  0.1113
F (-5.384, -7.702, 34.136)  0.1114
C (-6.041, -0.137, 28.912)  -0.5767
F (-4.826, -0.153, 29.446)  0.1292
F (-6.840, 0.532, 29.802)  0.0968
F (-6.099, 0.526, 27.763)  0.1603
S (-6.684, -2.009, 28.756)  0.7275
O (-8.065, -2.114, 29.229)  -0.3665
O (-6.488, -2.388, 27.357)  -0.2705
N (-5.862, -2.918, 30.009)  -0.4641
S (-4.493, -3.340, 29.347)  0.6051
O (-4.561, -4.668, 28.677)  -0.2954
O (-3.833, -2.351, 28.511)  -0.3158
C (-3.292, -3.401, 30.940)  -0.5998
F (-2.153, -3.973, 30.726)  0.1833
F (-3.024, -2.153, 31.316)  0.1317
F (-3.939, -4.093, 31.966)  0.0586
C (-12.903, -3.876, 29.245)  -0.1016
C (-13.273, -2.915, 30.335)  -0.1248
O (-12.101, -2.940, 31.091)  0.0948
C (-11.058, -3.491, 30.449)  -0.4293
O (-9.853, -3.416, 30.869)  -0.0489
O (-11.468, -4.012, 29.280)  0.0779
H (-13.120, -3.468, 28.258)  0.1334
H (-13.419, -4.836, 29.293)  0.1341
H (-14.085, -3.349, 30.918)  0.1339
H (-13.649, -1.963, 29.961)  0.1378

=====

Record 6
Entry from the OMol25 dataset: a molecular structure, C9H5AsCl3MoNO8S3 at a distorted geometry (ωB97M-V/def2-TZVPD).

Output
* charge: -2
* E_HOMO (spin up / spin down): -0.53 / -0.53 eV
* molecular weight: 628.6 u
* E_LUMO (spin up / spin down): 0.14077 / 0.14079 Eh
* gap between HOMO and LUMO (spin up / spin down): 4.36 / 4.36 eV
* energy relative to the best compared isomer or geometry (same formula, charge and spin): 95.63 kcal per mole

Last column: Löwdin charge in e.
Geometry (Å):
Mo (-1.721, 0.374, -0.721)  1.4330
O (-0.792, 0.229, 3.623)  -0.2844
As (-0.358, -0.531, 1.993)  0.9161
O (-0.591, -2.094, 2.285)  -0.4361
O (-1.530, 0.294, 1.122)  -0.6438
C (1.501, 0.034, 2.011)  -0.2223
C (2.226, 0.058, 3.193)  -0.0742
C (3.562, 0.430, 3.165)  -0.0791
C (4.177, 0.768, 1.952)  -0.0802
C (3.455, 0.715, 0.775)  -0.0520
C (2.122, 0.346, 0.810)  -0.2606
S (1.073, 0.261, -0.616)  0.4738
O (0.253, -0.944, -0.389)  -0.3961
O (1.925, 0.234, -1.767)  -0.2504
O (0.211, 1.450, -0.505)  -0.4263
H (-1.741, 0.377, 3.524)  0.0156
H (1.718, -0.210, 4.112)  0.1079
H (4.137, 0.462, 4.081)  0.0945
H (5.214, 1.072, 1.927)  0.0958
H (3.905, 0.953, -0.177)  0.1136
S (-5.113, -2.564, -0.716)  0.4480
C (-3.720, -1.799, -1.203)  -1.3651
N (-3.107, -0.797, -0.787)  -0.3079
Cl (-2.453, 0.127, -6.054)  0.5489
C (-2.369, 0.249, -4.365)  -1.2029
Cl (-3.794, 0.637, -3.513)  0.5395
Cl (-2.885, -2.530, -2.691)  0.4829
C (-1.115, 0.078, -3.724)  -0.7765
O (-0.081, -0.183, -4.333)  -0.0441
O (-1.185, 0.249, -2.398)  -0.3860
S (-2.922, 2.256, -0.615)  0.0184